{"formula": "C4H26N2O9S", "method": "wB97M-V/def2-TZVPD", "elements": ["O", "H", "H", "C", "H", "H", "H", "O", "C", "O", "H", "H", "S", "N", "H", "C", "O", "H", "H", "H", "C", "H", "H", "O", "O", "H", "N", "H", "H", "H", "H", "H", "H", "O", "H", "O", "H", "H", "O", "H", "H", "H"], "xyz": [[3.3158, 0.2222, 4.1126], [-0.7775, 1.9670, -0.7412], [-0.7690, -3.8711, -1.1070], [-2.1970, 3.0298, -1.9163], [3.2504, 0.0814, 2.1463], [-0.6299, -2.6096, 0.2814], [-1.5814, -0.3464, 0.4612], [2.0263, -3.8079, 4.0033], [-1.4175, 1.7299, -1.5855], [1.5325, 4.6840, -0.9798], [2.7709, -1.1777, 1.3497], [-2.8069, 3.5171, -1.1626], [-1.1472, 4.3961, -2.6380], [-0.7226, 1.2997, -2.8172], [0.6098, 4.7905, -1.3379], [-2.5094, 0.8035, -0.9683], [-0.9384, -4.6944, -1.5984], [-2.3182, -2.2856, -1.3007], [1.7200, 1.6241, 1.8078], [1.7846, 3.9439, -1.5397], [-1.5277, -1.5211, -1.1659], [1.1807, 0.3099, 2.3502], [-1.3104, -1.0887, -2.1543], [-0.4350, -1.9961, -0.5071], [1.6053, -2.9814, 1.5045], [0.0119, 2.0019, -2.8382], [-2.2357, -0.4713, -0.3065], [1.6208, -2.3630, 0.7631], [-1.3499, 1.5164, -3.5827], [-2.9940, 2.7344, -2.5882], [1.9211, -3.6104, 3.0372], [2.7560, -0.5389, 3.9766], [2.7412, 0.9969, 3.8837], [2.9690, -0.2504, 1.2786], [-1.1093, -5.1756, -0.7808], [1.3212, 1.2198, 2.5924], [1.2055, -3.6601, 4.4890], [-3.2245, 1.3706, -0.3562], [-0.7244, -3.9879, 1.1039], [-3.2157, 0.4768, -1.7825], [-1.2557, -3.9705, 1.9175], [0.7703, -3.5345, 1.2451]], "homo_ev": -1.43, "total_charge": -2, "multiplicity": 1}

***

{"formula": "C4H26NO10", "method": "wB97M-V/def2-TZVPD", "elements": ["O", "H", "O", "O", "H", "O", "H", "C", "C", "H", "H", "H", "H", "H", "H", "H", "H", "H", "O", "O", "H", "H", "H", "N", "H", "H", "H", "O", "H", "H", "O", "H", "C", "O", "C", "H", "H", "H", "O", "H", "H"], "xyz": [[-2.3209, 1.3184, -1.0456], [2.9706, -2.7064, -0.7267], [2.3351, -2.4473, 2.6528], [-1.3251, 3.8768, -1.5150], [1.3711, 3.6972, 0.1975], [-1.4688, -3.7414, -0.5384], [2.0691, -1.5408, -0.5001], [1.0707, 0.8124, 0.7789], [1.0350, 0.6658, -0.8003], [-0.2190, -0.7490, 0.6150], [3.1180, 0.3879, -1.1227], [-1.7096, -2.8356, -0.3295], [-0.4979, -0.9404, -1.3885], [0.3050, -0.6182, 2.0462], [2.2331, 1.2030, -2.4971], [2.7751, 2.0450, -1.0690], [0.8214, 2.1852, 2.4222], [2.2536, -1.9477, 1.8161], [-1.5080, -1.0552, -1.8984], [-2.3045, -1.1725, 3.3902], [2.0698, -1.7749, 3.2918], [-2.2010, 0.4012, -1.3885], [-2.0026, 1.5095, -0.1648], [-0.0343, -0.0283, 1.2926], [2.0320, 0.4287, 1.1347], [-3.9896, -0.8224, -0.7045], [-1.2070, -1.1904, -2.8018], [1.6559, 3.2245, 0.9839], [0.2617, 1.4225, -1.0187], [-0.5384, 3.3175, -1.5123], [2.8129, -2.0354, -0.0525], [-0.6798, -3.6012, -1.0724], [0.7367, 2.1760, 1.3312], [0.7517, -0.6304, -1.1470], [2.3522, 1.1080, -1.4187], [-1.9654, 3.2277, -1.8316], [-2.9401, -1.8088, -1.3060], [-1.4545, -0.7227, 3.3093], [-3.8777, -1.7283, -1.0043], [-0.2953, 2.4640, 1.1278], [-2.4908, -1.3740, 2.4644]], "e_above_lowest_kcal_mol": 11.0, "homo_ev": -6.26, "total_charge": -1, "multiplicity": 1}

***

{"formula": "C4H26NO11", "method": "wB97M-V/def2-TZVPD", "elements": ["H", "H", "C", "H", "H", "O", "H", "H", "H", "H", "H", "O", "H", "H", "O", "O", "O", "H", "H", "H", "C", "H", "N", "O", "O", "H", "H", "O", "H", "O", "H", "H", "H", "H", "O", "H", "H", "H", "C", "H", "O", "C"], "xyz": [[-3.6466, -0.6123, -0.2853], [1.5044, -2.9914, -0.0389], [-1.0187, -2.1551, 0.5197], [-1.0400, -2.8931, 1.3616], [-1.6241, -0.5208, 2.4639], [-2.3267, 1.7902, 1.9987], [-0.4159, -0.0569, 3.2172], [-0.7375, -3.4684, -2.8455], [-2.0116, -1.9792, -1.3460], [-1.9481, 3.3869, 0.3417], [0.0740, 0.0425, -1.4830], [-1.5588, 4.0298, 1.0153], [-3.0224, -2.7432, -0.1760], [-1.6846, 3.5327, 1.7834], [1.1310, 0.7826, -3.9061], [-0.4786, 0.5459, -1.9537], [2.9433, 0.8233, -1.8139], [0.2654, 0.4113, -3.6858], [2.9962, 0.5432, -2.7755], [-1.3746, 0.2228, -1.7104], [0.0466, 0.1245, 0.7021], [-1.9318, 1.3603, 1.1724], [0.1662, -1.3208, 0.2902], [2.3885, -1.2903, -0.2384], [-2.8879, -0.7324, 0.2142], [3.0263, 0.8071, 0.2839], [0.5912, 0.1733, 1.6804], [1.2517, 1.1870, 3.0206], [-1.0387, 0.3974, 0.9154], [-0.9479, -2.8519, -3.4772], [1.6152, 1.5575, 3.8993], [1.9432, 1.2202, 2.3862], [3.0686, 0.0973, -1.2033], [0.5756, 0.7491, -0.0255], [-1.3311, -0.3831, 3.3872], [1.3990, 1.2276, -3.0665], [3.3495, 2.1109, -0.1569], [-1.8581, 1.2678, 2.6877], [-2.2581, -2.0974, -0.1441], [-0.6137, -1.9380, -3.2399], [3.4248, 1.5533, 0.6890], [1.3152, -1.9211, -0.0229]], "e_above_lowest_kcal_mol": 164.8, "homo_ev": -3.03, "total_charge": -1, "multiplicity": 1}